93
Properties=species:S:1:pos:R:3 method="wB97M-V/def2-TZVPD" gap_ha=0.2907 total_energy_ha=-21397.51229 charge=+1 de_lowest_kj_mol=579.4
C 4.52559 3.66945 0.44152
C 3.26644 2.63052 0.07813
C 3.71829 1.36649 -0.86187
C 4.24288 1.82072 -2.38158
C 2.62654 0.14890 -0.96839
C 3.23344 -1.40335 -0.86637
C 2.24734 -2.71628 -0.98712
N 0.75127 -2.51016 -1.16713
N -0.09318 -3.62638 -1.26578
C 0.01392 -4.33865 -0.07019
O -0.24970 -5.08230 1.01294
C 0.11412 -1.11475 -1.27184
C 1.01110 0.29517 -1.20464
C 0.31367 1.76973 -1.36712
C -1.31507 1.75130 -1.56362
C -1.78142 3.34454 -1.73056
C -2.14524 1.20298 -0.22969
H 4.74314 3.62290 1.59100
H 4.15337 4.77676 0.21070
H 5.47447 3.47967 -0.23539
H 2.67228 2.28736 1.02580
H 2.52178 3.28686 -0.58469
H 4.68689 0.89819 -0.34448
H 4.52066 0.80622 -2.92916
H 5.27896 2.37314 -2.20102
H 3.46042 2.47255 -2.95780
H 4.40437 -1.52586 -0.73157
H 2.78030 -3.77659 -0.93673
H -1.06597 -1.10430 -1.44155
H 0.86444 2.37109 -2.22463
H 0.51976 2.37185 -0.36125
H -1.63440 1.18606 -2.56107
H -2.94673 3.43017 -1.97316
H -1.65459 3.84449 -0.66443
H -1.10857 3.94443 -2.47828
H -2.80877 0.28385 -0.60341
H -2.93006 1.99984 0.16862
H -1.42996 0.81044 0.61986
C -0.74673 -0.56606 3.91645
Cl 0.81121 -0.42767 4.76985
Cl -0.45176 -0.91999 2.19538
Cl -1.70422 -1.88395 4.63830
Cl -1.64213 0.96737 4.06247
C -5.54670 -0.79632 0.81880
Cl -6.96353 -1.21102 1.81641
Cl -5.09908 -2.19631 -0.18819
Cl -5.94403 0.58757 -0.23081
Cl -4.18028 -0.36538 1.87787
C -2.96350 -1.28185 8.71454
Cl -4.31083 -0.14128 8.95621
Cl -2.05272 -1.45612 10.23587
Cl -3.60925 -2.86830 8.22373
Cl -1.88137 -0.66170 7.44220
C -9.56350 1.85966 0.57491
Cl -10.91083 3.00023 0.81659
Cl -8.65272 1.68539 2.09625
Cl -10.20925 0.27320 0.08411
Cl -8.48137 2.47981 -0.69743
C 2.38919 -3.83078 6.15519
Cl 1.52405 -2.76783 7.29374
Cl 2.78521 -5.36883 6.96259
Cl 1.35533 -4.15178 4.73999
Cl 3.89206 -3.03450 5.62437
C -5.11079 -5.92597 0.94566
Cl -5.35351 -7.64515 0.54554
Cl -3.38783 -5.51104 0.76244
Cl -6.08487 -4.91718 -0.15354
Cl -5.61716 -5.63056 2.62815
C 0.58921 6.86374 -2.32347
Cl -0.56059 6.59517 -3.65781
Cl 1.87353 7.97552 -2.86088
Cl -0.26944 7.57540 -0.93388
Cl 1.31313 5.30878 -1.84129
C 6.88920 -3.84586 -0.85227
Cl 7.35149 -4.73550 0.62063
Cl 8.02295 -4.24474 -2.16750
Cl 5.23675 -4.30885 -1.33161
Cl 6.94545 -2.09437 -0.53043
C 9.28917 1.10411 -1.74843
Cl 7.86927 1.24444 -0.68127
Cl 8.77303 0.51762 -3.34967
Cl 10.06219 2.70013 -1.92122
Cl 10.45218 -0.04563 -1.04136
C -3.01080 7.49811 -7.27125
Cl -4.35813 8.63868 -7.02958
Cl -2.10002 7.32384 -5.74992
Cl -3.65654 5.91166 -7.76206
Cl -1.92867 8.11826 -8.54359
C -2.41087 -8.08823 -2.12697
Cl -1.52192 -8.93393 -3.41894
Cl -4.04305 -7.66898 -2.70537
Cl -2.54015 -9.15000 -0.70197
Cl -1.53817 -6.60012 -1.68156

56
Properties=species:S:1:pos:R:3 method="wB97M-V/def2-TZVPD" gap_ha=0.1621 total_energy_ha=-1815.49945 charge=-1
C 1.01423 -1.73667 0.76014
C -0.29953 -2.10981 0.23619
C -0.14429 -2.33111 -1.16820
H -1.16385 -2.36832 0.84772
C 1.20068 -2.06818 -1.51257
C 1.92269 -1.70645 -0.35301
H 2.99551 -1.52087 -0.28945
H 1.28705 -1.71154 1.81521
H -0.91665 -2.72457 -1.82958
H 1.63189 -2.20637 -2.50283
C -0.77081 2.70927 -1.03204
C -0.50017 2.57812 0.37265
C 0.95393 2.43439 0.51483
H -1.19360 2.75527 1.19077
C 1.52239 2.51463 -0.79852
C 0.46629 2.68159 -1.72723
H 0.60106 2.88080 -2.78664
H -1.75110 2.87975 -1.46603
H 1.49195 2.45671 1.45613
H 2.58386 2.52170 -1.03137
Sn -0.04126 0.28586 0.04425
O -0.14936 0.35732 -2.64405
C -1.32310 -0.02476 -3.31861
C -0.15694 -0.45238 -4.14450
H -1.87264 -0.82017 -2.80668
H -1.92125 0.79442 -3.72827
H 0.20977 -1.47083 -3.99464
H 1.44425 -1.38424 -6.05647
C 1.05054 -0.39714 -6.30666
C 0.27353 0.27342 -5.31565
C -0.16140 1.59422 -5.59863
H -0.69983 2.16667 -4.83913
C 0.04958 2.14636 -6.86112
H -0.32426 3.14614 -7.08732
C 0.73640 1.43388 -7.85422
H 0.87079 1.85370 -8.85409
C 1.25076 0.16192 -7.56234
H 1.80393 -0.39876 -8.31343
O 0.81490 1.18628 3.17727
C -0.14824 0.41141 3.21710
O -0.90097 0.05058 2.22810
C -0.47782 -0.22346 4.55758
C -0.53832 -1.61634 4.66903
C -0.69023 -2.22213 5.93611
C -0.90804 -1.45879 7.08618
C -0.89702 -0.06768 6.95799
C -0.62367 0.55312 5.71545
N -1.24421 0.73838 8.10188
O -1.58558 0.15398 9.15276
O -1.20771 1.98015 8.00666
N -0.54569 -3.65115 6.04862
O -0.31997 -4.30825 5.01266
O -0.64676 -4.17975 7.17288
H -0.44139 -2.24563 3.78807
H -1.05773 -1.93094 8.05309
H -0.55263 1.63625 5.66393